Record 1
ORCA calculation (ωB97M-V/def2-TZVPD) on one molecule with the formula C5H5N at a distorted geometry.

Last columns: bonded neighbours and bond lengths (Å).
Cartesian coordinates (Å):
1 C -1.45 -0.93 0.16  C2 1.532, H7 1.093, H8 1.093, H9 1.093
2 C -0.92 0.51 0.04  C1 1.532, C3 1.459, H10 1.095, H11 1.095
3 C 0.53 0.54 -0.11  C2 1.459, C4 1.206
4 C 1.73 0.54 -0.22  C3 1.206, C5 1.381
5 C 3.11 0.55 -0.28  C4 1.381, N6 1.160
6 N 4.27 0.54 -0.29  C5 1.160
7 H -1.03 -1.41 1.05  C1 1.093
8 H -1.17 -1.52 -0.71  C1 1.093
9 H -2.53 -0.92 0.25  C1 1.093
10 H -1.19 1.09 0.93  C2 1.095
11 H -1.37 1.02 -0.82  C2 1.095

Relative energy (zero: lowest compared OMol25 entry of this formula, charge and spin) in kcal/mol: 43.4
SMILES string: CCC#CC#N
Gap between HOMO and LUMO in Ha: 0.408
Total charge: 0

=====

Record 2
ORCA calculation (ωB97M-V/def2-TZVPD) on one molecule with the formula C5H5N at a distorted geometry.

Last columns: bonded neighbours and bond lengths (Å).
Cartesian coordinates (Å):
1 C 0.36 1.73 0.19  C2 1.495, H7 1.096, H8 1.096, H9 1.093
2 C 0.23 0.43 0.90  C1 1.495, C3 1.382, H11 1.089
3 C 0.14 -0.79 0.26  C2 1.382, C4 1.303, H10 1.181
4 C 0.43 -1.64 -0.69  C3 1.303, C5 1.396
5 C -0.44 -2.46 -1.40  C4 1.396, N6 1.166
6 N -1.10 -3.17 -2.05  C5 1.166
7 H -0.59 2.02 -0.29  C1 1.096
8 H 1.11 1.64 -0.61  C1 1.096
9 H 0.64 2.53 0.88  C1 1.093
10 H -0.89 -0.72 0.82  C3 1.181
11 H 0.12 0.44 1.99  C2 1.089

Relative energy (zero: lowest compared OMol25 entry of this formula, charge and spin) in kcal/mol: 117.4
Gap between HOMO and LUMO (spin up / spin down) in Ha: 0.272 / 0.272
Total charge: 0

=====

Record 3
ORCA calculation (ωB97M-V/def2-TZVPD) on an isolated ion of composition C5H5N2O3 and charge -1 at a distorted geometry.

Last columns: bonded neighbours and bond lengths (Å).
Cartesian coordinates (Å):
1 C 0.78 1.12 1.93  N6 1.337, N7 1.337, H11 1.149
2 C -0.17 -0.37 -0.53  C4 1.510, C5 1.558
3 C -1.51 0.39 1.85  N6 1.230, O8 1.215
4 C 1.23 0.19 -0.46  C2 1.510, N7 1.449, O9 1.251
5 C -0.47 -1.00 -1.92  C2 1.558, O10 1.445, H12 1.134, H13 1.139
6 N -0.46 0.81 2.33  C1 1.337, C3 1.230
7 N 1.42 0.93 0.77  C1 1.337, C4 1.449, H14 1.106
8 O -2.65 -0.02 1.79  C3 1.215
9 O 2.29 0.20 -1.13  C4 1.251
10 O -1.89 -1.13 -2.15  C5 1.445, H15 1.017
11 H 1.46 1.47 2.78  C1 1.149
12 H -0.12 -2.07 -2.06  C5 1.134
13 H -0.08 -0.44 -2.84  C5 1.139
14 H 2.45 1.31 0.88  N7 1.106
15 H -2.26 -1.39 -1.24  O10 1.017

Relative energy (zero: lowest compared OMol25 entry of this formula, charge and spin) in kcal/mol: 113.7
Gap between HOMO and LUMO (spin up / spin down) in Ha: 0.218 / 0.253
Total charge: -1

=====

Record 4
ORCA calculation (ωB97M-V/def2-TZVPD) on an isolated ion of composition C5H5N2O4S and charge -1 at a distorted geometry.

Last columns: bonded neighbours and bond lengths (Å).
Cartesian coordinates (Å):
1 C 0.63 -1.96 -2.43  O2 1.438, H13 1.211, H14 1.060, H15 1.096
2 O 1.54 -0.86 -2.59  C1 1.438, S3 1.609
3 S 2.36 -0.16 -1.39  O2 1.609, O4 1.692
4 O 1.30 1.03 -0.83  S3 1.692, C5 1.381
5 C 0.40 0.80 0.20  O4 1.381, N6 1.279, N12 1.357
6 N -0.04 -0.38 0.38  C5 1.279, C7 1.373
7 C -0.99 -0.61 1.35  N6 1.373, O8 1.229, C9 1.418
8 O -1.50 -1.70 1.60  C7 1.229
9 C -1.36 0.56 2.07  C7 1.418, C10 1.366, H16 1.066
10 C -0.95 1.85 1.89  C9 1.366, O11 1.221, N12 1.475
11 O -1.19 2.87 2.50  C10 1.221
12 N 0.08 1.95 0.84  C5 1.357, C10 1.475, H17 0.997
13 H 1.11 -3.08 -2.49  C1 1.211
14 H -0.12 -1.93 -3.18  C1 1.060
15 H 0.05 -1.68 -1.55  C1 1.096
16 H -2.04 0.60 2.89  C9 1.066
17 H 0.73 2.70 0.74  N12 0.997

Relative energy (zero: lowest compared OMol25 entry of this formula, charge and spin) in kcal/mol: 8.5
SMILES string: COSOc1nc(=O)cc([O-])[nH]1
Gap between HOMO and LUMO in Ha: 0.245
Total charge: -1

=====

Record 5
ORCA calculation (ωB97M-V/def2-TZVPD) on one molecule with the formula C5H5N3 at a distorted geometry.

Last columns: bonded neighbours and bond lengths (Å).
Cartesian coordinates (Å):
1 C -1.55 -1.09 -0.22  N2 1.243, C8 1.582, H9 1.091
2 N -2.23 -0.05 -0.23  C1 1.243, N3 1.453
3 N -1.39 1.07 0.14  N2 1.453, C4 1.352, H10 1.006
4 C -0.13 0.59 0.19  N3 1.352, C5 1.383, C8 1.454
5 C 1.12 1.12 -0.08  C4 1.383, C6 1.450, H11 1.094
6 C 1.90 -0.11 -0.13  C5 1.450, N7 1.269, H12 1.122
7 N 1.27 -1.21 -0.19  C6 1.269, C8 1.508
8 C -0.09 -0.85 0.36  C1 1.582, C4 1.454, N7 1.508, H13 1.134
9 H -1.98 -2.08 -0.31  C1 1.091
10 H -1.48 1.92 -0.40  N3 1.006
11 H 1.56 2.11 -0.26  C5 1.094
12 H 3.01 -0.13 -0.28  C6 1.122
13 H -0.02 -1.29 1.40  C8 1.134

Relative energy (zero: lowest compared OMol25 entry of this formula, charge and spin) in kcal/mol: 50.2
SMILES string: C1=NNC2=CC=N[C@H]12
Gap between HOMO and LUMO in Ha: 0.329
Total charge: 0

=====

Record 6
ORCA calculation (ωB97M-V/def2-TZVPD) on one molecule with the formula C5H5N3 at a distorted geometry.

Last columns: bonded neighbours and bond lengths (Å).
Cartesian coordinates (Å):
1 C 2.20 -0.19 -1.91  N2 1.336, H9 1.337, H10 1.091
2 N 1.18 -0.32 -1.05  C1 1.336, N3 1.310
3 N 0.68 0.76 -0.50  N2 1.310, C4 1.308
4 C -0.09 0.39 0.49  N3 1.308, C5 1.479, C8 1.496
5 C -0.56 -1.00 0.68  C4 1.479, C6 1.377, H11 1.185
6 C -1.72 -0.66 1.34  C5 1.377, N7 1.466, H12 1.176
7 N -1.94 0.76 1.62  C6 1.466, C8 1.268
8 C -1.03 1.42 1.03  C4 1.496, N7 1.268, H13 1.068
9 H 3.05 0.85 -1.91  C1 1.337
10 H 2.40 -1.05 -2.54  C1 1.091
11 H -0.64 -1.89 -0.09  C5 1.185
12 H -2.52 -1.51 1.49  C6 1.176
13 H -1.01 2.44 1.36  C8 1.068

Relative energy (zero: lowest compared OMol25 entry of this formula, charge and spin) in kcal/mol: 112.8
SMILES string: C=N/N=C1\C=CN=C1
Gap between HOMO and LUMO in Ha: 0.294
Total charge: 0

=====

Record 7
ORCA calculation (ωB97M-V/def2-TZVPD) on one molecule with the formula C5H5N3 at a distorted geometry.

Last columns: bonded neighbours and bond lengths (Å).
Cartesian coordinates (Å):
1 C -3.02 -0.09 0.13  N2 1.273, H9 1.020, H10 1.291
2 N -1.85 0.34 -0.15  C1 1.273, N3 1.369
3 N -0.86 -0.57 -0.40  N2 1.369, C4 1.319
4 C 0.42 -0.23 -0.34  N3 1.319, C5 1.461, C8 1.480
5 C 1.17 1.03 -0.32  C4 1.461, C6 1.444, H11 0.999
6 C 2.54 0.75 0.03  C5 1.444, N7 1.532, H12 1.260
7 N 2.61 -0.78 0.17  C6 1.532, C8 1.391
8 C 1.36 -1.34 -0.07  C4 1.480, N7 1.391, H13 1.050
9 H -3.47 -1.00 0.21  C1 1.020
10 H -3.87 0.60 0.81  C1 1.291
11 H 0.66 1.88 -0.28  C5 0.999
12 H 3.20 1.74 0.45  C6 1.260
13 H 1.10 -2.34 -0.23  C8 1.050

Relative energy (zero: lowest compared OMol25 entry of this formula, charge and spin) in kcal/mol: 127.3
SMILES string: C=N/N=C1\C=CN=C1
Gap between HOMO and LUMO in Ha: 0.278
Total charge: 0

=====

Record 8
ORCA calculation (ωB97M-V/def2-TZVPD) on one molecule with the formula C5H5N3O at a distorted geometry.

Last columns: bonded neighbours and bond lengths (Å).
Cartesian coordinates (Å):
1 C 0.31 -1.48 -0.39  C2 1.250, C9 1.450
2 C 1.39 -1.24 0.19  C1 1.250, C3 1.563
3 C 1.86 0.02 0.99  C2 1.563, O4 1.293, H10 1.191, H11 1.053
4 O 1.24 1.06 0.53  C3 1.293, N5 1.407
5 N -0.05 1.25 1.05  O4 1.407, C6 1.249
6 C -0.94 1.12 0.19  N5 1.249, N7 1.446, H12 1.175
7 N -0.80 0.82 -1.22  C6 1.446, N8 1.497, H13 1.113
8 N -1.61 -0.43 -1.44  N7 1.497, C9 1.329
9 C -1.03 -1.51 -0.93  C1 1.450, N8 1.329, H14 1.200
10 H 3.04 0.15 0.99  C3 1.191
11 H 1.69 -0.11 2.03  C3 1.053
12 H -2.02 1.41 0.54  C6 1.175
13 H -1.47 1.49 -1.81  N7 1.113
14 H -1.60 -2.55 -0.71  C9 1.200

Relative energy (zero: lowest compared OMol25 entry of this formula, charge and spin) in kcal/mol: 174.9
SMILES string: C1#CCO/N=C\N/N=C\1
Gap between HOMO and LUMO in Ha: 0.336
Total charge: 0

=====

Record 9
ORCA calculation (ωB97M-V/def2-TZVPD) on one molecule with the formula C5H5N3O2 at a distorted geometry.

Last columns: bonded neighbours and bond lengths (Å).
Cartesian coordinates (Å):
1 C -1.18 0.61 0.06  C2 1.339, C3 1.416, O9 1.421
2 C -0.24 -0.32 -0.16  C1 1.339, C5 1.528, N7 1.385
3 C -2.38 1.35 0.16  C1 1.416, O9 1.355, O10 1.191
4 C 2.27 0.03 0.52  C5 1.566, H11 1.129, H12 1.067, H13 1.053
5 C 1.19 -0.02 -0.62  C2 1.528, C4 1.566, H14 1.210, H15 1.077
6 N -2.77 -2.05 -0.13  N8 1.108
7 N -0.54 -1.64 0.12  C2 1.385, N8 1.178
8 N -1.68 -1.92 -0.05  N6 1.108, N7 1.178
9 O -1.25 2.00 -0.23  C1 1.421, C3 1.355
10 O -3.50 1.54 0.52  C3 1.191
11 H 2.23 1.02 1.05  C4 1.129
12 H 3.26 0.07 0.11  C4 1.067
13 H 2.18 -0.81 1.15  C4 1.053
14 H 1.40 -0.82 -1.50  C5 1.210
15 H 1.02 0.97 -0.99  C5 1.077

Relative energy (zero: lowest compared OMol25 entry of this formula, charge and spin) in kcal/mol: 102.8
Gap between HOMO and LUMO in Ha: 0.349
Total charge: 0

=====

Record 10
ORCA calculation (ωB97M-V/def2-TZVPD) on one molecule with the formula C5H5N5O4 at a distorted geometry.

Last columns: bonded neighbours and bond lengths (Å).
Cartesian coordinates (Å):
1 C 2.10 1.09 1.20  C2 1.424, N6 1.352, H15 1.093
2 C 3.06 0.65 0.24  C1 1.424, N7 1.360, H16 1.125
3 C 1.25 -0.51 0.04  C4 1.500, N6 1.338, N7 1.357
4 C 0.58 -1.77 -0.42  C3 1.500, O11 1.376, O12 1.214
5 C -2.22 0.87 -0.86  N8 1.381, N9 1.382, O13 1.220
6 N 0.98 0.35 1.03  C1 1.352, C3 1.338
7 N 2.48 -0.32 -0.51  C2 1.360, C3 1.357, H17 1.018
8 N -3.28 1.08 0.00  C5 1.381, H18 1.022, H19 0.989
9 N -1.38 -0.18 -0.54  C5 1.382, N10 1.220
10 N -1.57 -1.07 0.27  N9 1.220, O11 1.352, O14 1.174
11 O -0.64 -2.05 0.15  C4 1.376, N10 1.352
12 O 1.14 -2.48 -1.22  C4 1.214
13 O -1.85 1.65 -1.72  C5 1.220
14 O -2.44 -1.24 1.04  N10 1.174
15 H 2.24 1.61 2.16  C1 1.093
16 H 4.10 0.98 -0.04  C2 1.125
17 H 2.86 -0.88 -1.28  N7 1.018
18 H -3.62 0.28 0.55  N8 1.022
19 H -3.78 1.93 -0.08  N8 0.989

Expectation value of S²: 2.008
2S+1: 3
Gap between HOMO and LUMO (spin up / spin down) in Ha: 0.224 / 0.257
Total charge: 0

=====

Record 11
ORCA calculation (ωB97M-V/def2-TZVPD) on a 2-piece molecular cluster, C5H5N5O5 overall at a distorted geometry.

Last columns: bonded neighbours and bond lengths (Å).
Cartesian coordinates (Å):
1 C 0.52 1.47 0.95  C2 1.357, C3 1.390, H16 1.015
2 C 0.36 2.65 0.30  C1 1.357, N6 1.343, H17 1.045
3 C 0.58 0.38 0.09  C1 1.390, C5 1.472, N7 1.310
4 C -2.72 0.40 -1.42  O15 1.211, H18 1.064, H19 1.070
5 C 0.81 -1.01 0.52  C3 1.472, N9 1.345, N10 1.505
6 N 0.27 2.72 -1.04  C2 1.343, N8 1.274
7 N 0.70 0.55 -1.20  C3 1.310, N8 1.277
8 N 0.60 1.71 -1.74  N6 1.274, N7 1.277
9 N 0.22 -2.00 -0.18  C5 1.345, O11 1.239, O12 1.358
10 N 1.66 -1.31 1.73  C5 1.505, O13 1.198, O14 1.198
11 O -0.71 -1.84 -0.98  N9 1.239
12 O 0.62 -3.23 0.24  N9 1.358, H20 0.983
13 O 2.26 -0.38 2.19  N10 1.198
14 O 1.68 -2.42 2.18  N10 1.198
15 O -2.24 0.95 -0.45  C4 1.211
16 H 0.65 1.35 1.95  C1 1.015
17 H 0.31 3.44 0.98  C2 1.045
18 H -2.92 1.06 -2.23  C4 1.064
19 H -3.03 -0.62 -1.41  C4 1.070
20 H 0.39 -3.87 -0.48  O12 0.983

Relative energy (zero: lowest compared OMol25 entry of this formula, charge and spin) in kcal/mol: 189.7
Gap between HOMO and LUMO (spin up / spin down) in Ha: 0.304 / 0.304
Total charge: 0

=====

Record 12
ORCA calculation (ωB97M-V/def2-TZVPD) on one molecule with the formula C5H5NO at a distorted geometry.

Last columns: bonded neighbours and bond lengths (Å).
Cartesian coordinates (Å):
1 O -2.39 -0.55 -0.21  C2 1.332, H8 1.147
2 C -1.50 0.39 0.07  O1 1.332, C3 1.421, H9 1.056
3 C -0.10 0.14 -0.02  C2 1.421, C4 1.465, C7 1.421
4 C 1.09 0.99 0.00  C3 1.465, C5 1.306, H10 1.180
5 C 2.04 0.11 -0.13  C4 1.306, N6 1.405, H11 1.126
6 N 1.71 -1.26 -0.19  C5 1.405, C7 1.444
7 C 0.32 -1.20 0.19  C3 1.421, N6 1.444, H12 1.002
8 H -3.45 -0.25 0.11  O1 1.147
9 H -1.99 1.31 -0.11  C2 1.056
10 H 1.34 2.14 -0.08  C4 1.180
11 H 3.14 0.22 0.09  C5 1.126
12 H -0.20 -2.05 0.28  C7 1.002

Relative energy (zero: lowest compared OMol25 entry of this formula, charge and spin) in kcal/mol: 92.4
SMILES string: O/C=C1/C=CN=C1
Gap between HOMO and LUMO in Ha: 0.297
Total charge: 0